A single C3H2ClNO2 molecule at a distorted geometry, computed with the ωB97M-V functional and the def2-TZVPD basis.

Results
- HOMO level: -10.7 eV
- Energy above the lowest of the compared OMol25 structures with the same formula, charge and spin: 228.91 kJ/mol
- Orbital gap: 10.814 eV
- Strongest force on any atom: 0.07196 hartree/bohr
- SMILES: O=c1c(=O)n1CCl

CARTESIAN COORDINATES (ANGSTROEM)
O1 -2.40371 0.55185 0.91914
C1 -1.56475 -0.22887 0.63112
C2 -0.59337 -1.26476 0.30322
O2 -0.12157 -2.31967 0.26268
N1 -0.25628 0.03765 0.08431
C3 0.82897 0.73463 -0.43666
Cl1 2.36313 -0.01384 0.02552
H1 0.81124 1.76590 -0.17786
H2 0.93633 0.73711 -1.61148